1.
This record from the OMol25 dataset describes 3 unconnected molecules or ions with the total composition C22H56N8O4P2 in a non-equilibrium geometry. The level of theory is the ωB97M-V functional and the def2-TZVPD basis.

Values from the calculation:
**Orbital gap**: 9.3 eV
**E_HOMO**: -8.695 eV
**Lowest unoccupied orbital energy**: 0.6 eV
**SMILES string**: C[C@@H]1NC(=O)[C@@H](CCN)[C@@H]1CCCO.CN(C)P(=O)(N(C)C)N(C)C.CN(C)P(=O)(N(C)C)N(C)C
**F_max**: 4.23 eV Å⁻¹
**Molar mass**: 558.7 g/mol

Last column: Löwdin charge in e.
Geometry (Å):
C (2.845, 3.168, -1.652)  -0.0330
C (3.354, 3.987, -2.818)  -0.3219
N (2.318, 4.544, -3.686)  0.1013
C (2.910, 4.937, -4.878)  -0.4305
O (2.652, 5.950, -5.495)  0.0837
C (3.869, 3.800, -5.212)  -0.1885
C (4.986, 4.052, -6.240)  -0.1324
C (5.617, 5.445, -6.245)  -0.2659
N (6.607, 5.682, -5.186)  0.0036
C (4.382, 3.353, -3.817)  -0.2200
C (4.615, 1.837, -3.765)  -0.1403
C (5.954, 1.411, -3.126)  -0.1509
C (6.472, 2.285, -1.973)  -0.2507
O (7.725, 2.884, -2.314)  -0.0693
H (2.383, 2.248, -2.017)  0.0618
H (3.644, 2.883, -0.972)  0.0773
H (2.052, 3.713, -1.139)  0.0834
H (3.913, 4.841, -2.404)  0.1402
H (1.672, 5.207, -3.280)  0.1434
H (3.199, 3.043, -5.633)  0.1524
H (4.626, 3.772, -7.230)  0.1139
H (5.789, 3.345, -5.993)  0.1126
H (4.874, 6.237, -6.216)  0.0983
H (6.143, 5.552, -7.199)  0.1015
H (6.220, 6.207, -4.415)  0.0589
H (7.016, 4.820, -4.851)  0.0487
H (5.339, 3.857, -3.690)  0.1090
H (4.635, 1.482, -4.799)  0.1097
H (3.796, 1.297, -3.291)  0.1034
H (6.754, 1.330, -3.862)  0.1128
H (5.812, 0.407, -2.721)  0.1062
H (5.747, 3.030, -1.642)  0.0972
H (6.669, 1.642, -1.112)  0.1130
H (7.653, 3.841, -2.296)  0.0746
C (-2.305, 1.559, -2.046)  -0.1248
N (-1.087, 0.789, -1.860)  -0.2917
C (-0.217, 0.941, -3.023)  -0.1399
P (-1.026, -0.763, -1.179)  0.5949
O (0.397, -1.020, -0.882)  -0.2804
N (-1.774, -0.764, 0.371)  -0.3042
C (-2.427, 0.413, 0.919)  -0.1382
C (-0.941, -1.362, 1.419)  -0.1259
N (-2.307, -1.530, -2.011)  -0.2814
C (-3.247, -2.375, -1.259)  -0.1240
C (-1.763, -2.336, -3.132)  -0.1235
H (-2.959, 1.150, -2.826)  0.0847
H (-2.026, 2.574, -2.339)  0.0837
H (-2.877, 1.656, -1.135)  0.0397
H (-0.630, 0.472, -3.927)  0.0751
H (0.757, 0.494, -2.825)  0.0649
H (-0.055, 1.999, -3.239)  0.0747
H (-1.751, 1.275, 0.995)  0.0919
H (-2.810, 0.189, 1.916)  0.0672
H (-3.310, 0.702, 0.351)  0.0603
H (-0.184, -0.661, 1.788)  0.0867
H (-0.432, -2.254, 1.066)  0.0760
H (-1.573, -1.664, 2.258)  0.0672
H (-2.760, -3.120, -0.625)  0.0848
H (-3.874, -2.896, -1.985)  0.0791
H (-3.908, -1.769, -0.646)  0.0701
H (-1.200, -3.205, -2.777)  0.0871
H (-1.093, -1.732, -3.746)  0.0649
H (-2.573, -2.684, -3.771)  0.0793
C (-4.709, -1.492, 5.332)  -0.1227
N (-3.902, -2.455, 4.603)  -0.2893
C (-4.283, -2.463, 3.194)  -0.1416
P (-3.471, -3.987, 5.186)  0.5957
O (-2.403, -4.477, 4.294)  -0.2797
N (-2.690, -3.847, 6.716)  -0.3144
C (-2.550, -2.571, 7.399)  -0.1374
C (-1.421, -4.573, 6.780)  -0.1392
N (-4.974, -4.536, 5.786)  -0.2820
C (-5.024, -5.203, 7.096)  -0.1228
C (-5.611, -5.433, 4.791)  -0.1237
H (-5.761, -1.792, 5.423)  0.0848
H (-4.676, -0.542, 4.793)  0.0836
H (-4.324, -1.290, 6.320)  0.0404
H (-5.293, -2.865, 3.031)  0.0757
H (-3.584, -3.061, 2.611)  0.0694
H (-4.261, -1.451, 2.785)  0.0663
H (-2.015, -1.819, 6.805)  0.0911
H (-2.000, -2.727, 8.329)  0.0814
H (-3.514, -2.169, 7.702)  0.0592
H (-0.596, -4.026, 6.312)  0.0858
H (-1.498, -5.542, 6.294)  0.0709
H (-1.170, -4.745, 7.830)  0.0803
H (-4.300, -6.013, 7.206)  0.0845
H (-6.027, -5.618, 7.216)  0.0792
H (-4.879, -4.488, 7.901)  0.0725
H (-5.074, -6.381, 4.688)  0.0867
H (-5.638, -4.956, 3.810)  0.0649
H (-6.639, -5.646, 5.082)  0.0794

Forces on atoms 1 to 6 (eV/Å):
-0.5670 -0.4735 -0.7573
1.0574 0.5590 0.3022
-0.0232 0.1286 -0.0591
-0.3048 -0.0394 -0.0888
-0.0492 -0.5067 0.0872
0.2735 0.3800 -0.1075



2.
This record from the OMol25 dataset describes a molecular structure, C51H66N5PbSbSi3. The level of theory is the ωB97M-V functional and the def2-TZVPD basis.

Values from the calculation:
**Orbital gap**: 6.5 eV
**E_HOMO**: -11.829 eV
**Lowest unoccupied orbital energy**: -5.4 eV
**Charge**: +2
**F_max**: 0.58 eV Å⁻¹
**Molar mass**: 1162.3 g/mol

Last column: Löwdin charge in e.
Geometry (Å):
Pb (1.441, 1.345, 0.297)  1.1047
C (5.696, 0.164, -1.017)  -0.0700
C (6.207, 1.395, -1.400)  -0.0662
C (5.452, 2.537, -1.206)  -0.0268
C (4.182, 2.453, -0.629)  -0.2176
C (3.649, 1.212, -0.244)  -0.2823
C (4.428, 0.082, -0.457)  -0.1384
C (3.431, 3.688, -0.303)  -0.2166
C (3.771, 4.962, -0.843)  0.0200
C (3.094, 6.068, -0.441)  0.0221
C (2.103, 5.961, 0.570)  -0.1535
C (1.432, 7.076, 1.118)  -0.0223
C (0.553, 6.913, 2.155)  -0.0748
C (0.328, 5.628, 2.691)  -0.0768
C (0.940, 4.526, 2.154)  -0.0388
C (1.820, 4.675, 1.062)  -0.2156
N (2.432, 3.567, 0.552)  0.0274
H (6.289, -0.731, -1.149)  0.1072
H (7.196, 1.467, -1.833)  0.1103
H (5.878, 3.493, -1.477)  0.1047
H (4.053, -0.895, -0.174)  0.0684
H (4.545, 5.038, -1.590)  0.1113
H (3.324, 7.039, -0.860)  0.1281
H (1.652, 8.061, 0.731)  0.1209
H (0.070, 7.772, 2.598)  0.1093
H (-0.308, 5.518, 3.560)  0.1115
H (0.824, 3.541, 2.590)  0.0849
C (-2.294, -2.031, -3.355)  -0.2362
Sb (-1.201, -2.526, -1.596)  1.6782
C (-2.135, -1.721, -0.061)  -0.3968
C (-1.628, -2.296, 1.205)  -0.4710
C (-1.480, -1.516, 2.352)  -0.0506
C (-0.988, -2.101, 3.507)  -0.0369
C (-0.660, -3.447, 3.490)  -0.0353
C (-0.832, -4.148, 2.305)  -0.1201
N (-1.305, -3.599, 1.193)  0.0721
Si (-3.997, -1.346, -0.039)  0.4503
C (-4.909, -2.959, 0.175)  -0.1581
C (-4.636, -0.447, -1.561)  -0.1819
C (-4.344, -0.233, 1.432)  -0.1639
C (0.589, -3.474, -2.356)  -0.4814
C (1.455, -3.317, -1.137)  -0.4302
C (2.659, -3.980, -0.913)  -0.0223
C (3.347, -3.731, 0.263)  -0.0209
C (2.828, -2.832, 1.184)  -0.0375
C (1.636, -2.203, 0.883)  -0.1369
N (0.982, -2.430, -0.256)  0.0249
Si (1.475, -2.451, -3.764)  0.4899
C (0.495, -2.093, -5.323)  -0.1726
C (2.993, -3.422, -4.265)  -0.1474
C (1.940, -0.804, -3.012)  -0.1655
Si (0.067, -5.299, -2.797)  0.4625
C (-1.310, -5.817, -1.635)  -0.1902
C (-0.578, -5.322, -4.549)  -0.1637
C (1.473, -6.508, -2.596)  -0.1598
H (-2.761, -1.062, -3.233)  -0.0081
H (-3.067, -2.782, -3.507)  0.0308
H (-1.636, -2.024, -4.215)  -0.0282
H (-1.698, -0.458, 2.325)  0.1024
H (-0.845, -1.507, 4.399)  0.1076
H (-0.280, -3.946, 4.370)  0.1133
H (-0.582, -5.200, 2.244)  0.1153
H (-4.656, -3.667, -0.616)  0.0328
H (-5.988, -2.802, 0.152)  0.0438
H (-4.657, -3.428, 1.127)  0.0434
H (-4.892, -1.129, -2.369)  0.0345
H (-3.948, 0.299, -1.959)  0.0020
H (-5.559, 0.066, -1.281)  0.0382
H (-4.097, -0.702, 2.382)  0.0371
H (-5.413, -0.011, 1.446)  0.0454
H (-3.804, 0.714, 1.372)  -0.0021
H (3.041, -4.684, -1.632)  0.0938
H (4.277, -4.246, 0.464)  0.1242
H (3.328, -2.623, 2.118)  0.1230
H (1.182, -1.509, 1.578)  0.0724
H (-0.145, -2.892, -5.687)  0.0189
H (1.241, -1.907, -6.098)  0.0491
H (-0.094, -1.180, -5.234)  0.0325
H (2.757, -4.432, -4.600)  0.0308
H (3.741, -3.483, -3.478)  0.0346
H (3.453, -2.906, -5.108)  0.0481
H (1.051, -0.247, -2.698)  0.0120
H (2.461, -0.191, -3.749)  0.0556
H (2.596, -0.896, -2.149)  0.0093
H (-2.245, -5.267, -1.784)  0.0161
H (-1.033, -5.706, -0.586)  0.0222
H (-1.548, -6.867, -1.813)  0.0505
H (-1.360, -4.579, -4.715)  0.0248
H (-1.012, -6.300, -4.760)  0.0496
H (0.209, -5.152, -5.284)  0.0371
H (1.766, -6.626, -1.554)  0.0411
H (2.357, -6.265, -3.181)  0.0302
H (1.114, -7.479, -2.941)  0.0511
C (1.437, 0.924, 2.514)  -0.2530
C (1.288, 0.856, 3.718)  -0.1571
C (1.109, 0.767, 5.138)  -0.2773
C (-0.127, 1.065, 5.714)  -0.0641
C (-0.304, 0.969, 7.084)  -0.0804
C (0.752, 0.575, 7.895)  -0.0758
C (1.985, 0.280, 7.330)  -0.0695
C (2.166, 0.375, 5.961)  -0.0328
H (-0.948, 1.372, 5.076)  0.1049
H (-1.264, 1.202, 7.523)  0.1050
H (0.615, 0.502, 8.965)  0.1083
H (2.810, -0.022, 7.961)  0.1093
H (3.127, 0.152, 5.516)  0.1170
C (-3.451, 3.825, 1.182)  -0.0448
C (-2.089, 3.143, 0.918)  -0.1454
N (-1.616, 3.458, -0.422)  -0.1519
C (-1.543, 4.901, -0.605)  -0.1178
C (-2.960, 5.519, -0.542)  -0.0437
N (-3.900, 4.424, -0.120)  -0.0871
C (-3.961, 3.357, -1.175)  -0.0529
C (-2.511, 2.865, -1.398)  -0.1349
H (-3.385, 4.642, 1.900)  0.1383
H (-4.228, 3.132, 1.503)  0.1274
H (-2.170, 2.060, 1.006)  0.1021
H (-1.359, 3.484, 1.646)  0.1004
H (-1.082, 5.120, -1.568)  0.1365
H (-0.910, 5.319, 0.176)  0.1041
H (-3.315, 5.880, -1.507)  0.1371
H (-3.046, 6.320, 0.190)  0.1376
H (-4.831, 4.821, 0.003)  0.1926
H (-4.407, 3.805, -2.062)  0.1384
H (-4.624, 2.577, -0.800)  0.1222
H (-2.167, 3.127, -2.399)  0.1356
H (-2.462, 1.779, -1.296)  0.1069

Forces on atoms 1 to 6 (eV/Å):
-0.0748 -0.0207 -0.0227
0.0069 -0.0117 0.0038
-0.0209 0.0282 0.0063
-0.0246 -0.0362 0.0201
0.0579 0.0246 0.0066
-0.0311 0.0535 -0.0589



3.
This record from the OMol25 dataset describes a gas-phase ion, C2HF4N4O2S (charge +1) in a non-equilibrium geometry. The level of theory is the ωB97M-V functional and the def2-TZVPD basis.

Values from the calculation:
**Orbital gap**: 10.7 eV
**E_HOMO**: -17.219 eV
**Lowest unoccupied orbital energy**: -6.5 eV
**Charge**: +1
**SMILES string**: O=S(=O)(n1cnn[n+]1F)C(F)(F)F
**F_max**: 5.36 eV Å⁻¹
**Molar mass**: 221.1 g/mol

Last column: Löwdin charge in e.
Geometry (Å):
O (0.923, -0.073, 1.920)  -0.1800
S (0.709, -0.637, 0.637)  0.8094
O (0.718, -2.050, 0.690)  -0.1754
N (-0.864, -0.035, 0.116)  -0.0283
C (-1.201, 1.283, 0.222)  0.0116
N (-2.471, 1.355, -0.242)  0.1231
N (-2.904, 0.174, -0.600)  0.2058
N (-1.928, -0.635, -0.378)  -0.1044
F (-1.926, -1.935, -0.570)  0.2208
C (2.108, 0.013, -0.449)  -0.6621
F (3.048, 0.400, 0.380)  0.2104
F (2.602, -0.974, -1.156)  0.2143
F (1.734, 1.047, -1.188)  0.1809
H (-0.548, 2.068, 0.618)  0.1739

Forces on atoms 1 to 6 (eV/Å):
-0.7004 1.8935 -0.7412
2.2023 -2.7711 4.0314
-0.8460 -0.1400 -2.0678
0.9592 1.6755 0.2515
-1.7791 -1.5970 -0.9118
0.7235 1.3901 0.5076